[1]
{
  "formula": "C57H40Cl5N2O4P2PbS",
  "method": "ωB97M-V with the def2-TZVPD basis set",
  "charge": 1,
  "e_lumo_ev": [-4.7, -4.5],
  "orbital_gap_ha": [0.194, 0.204],
  "elements": ["Pb", "C", "O", "C", "C", "C", "C", "C", "C", "N", "N", "C", "O", "C", "C", "C", "C", "C", "C", "C", "O", "H", "H", "H", "H", "H", "H", "H", "H", "H", "H", "H", "H", "O", "S", "C", "C", "C", "C", "C", "C", "P", "C", "C", "C", "C", "C", "C", "C", "C", "C", "C", "C", "C", "C", "C", "C", "C", "C", "C", "P", "C", "C", "C", "C", "C", "C", "C", "C", "C", "C", "C", "C", "H", "H", "H", "H", "H", "H", "H", "H", "H", "H", "H", "H", "H", "H", "H", "H", "H", "H", "H", "H", "H", "H", "H", "H", "H", "H", "H", "H", "Cl", "C", "C", "C", "Cl", "C", "Cl", "C", "Cl", "C", "Cl"],
  "positions_angstrom": [[-0.211, -0.353, -0.512], [2.417, 2.651, -3.429], [2.174, 1.890, -4.605], [1.595, 0.664, -4.679], [1.373, 0.257, -5.970], [0.859, -1.012, -6.288], [0.579, -1.901, -5.292], [0.775, -1.550, -3.943], [0.483, -2.570, -3.004], [0.436, -2.468, -1.697], [0.113, -3.602, -1.094], [-0.226, -3.477, 0.201], [-0.335, -2.379, 0.825], [-0.518, -4.736, 0.927], [-0.803, -4.666, 2.290], [-1.098, -5.818, 3.001], [-1.118, -7.045, 2.351], [-0.841, -7.119, 0.991], [-0.542, -5.969, 0.277], [1.284, -0.229, -3.575], [1.490, 0.069, -2.358], [3.270, 3.272, -3.693], [2.645, 2.020, -2.582], [1.130, 4.045, -3.798], [1.635, 0.959, -6.752], [0.707, -1.285, -7.324], [0.193, -2.886, -5.527], [0.273, -3.556, -3.419], [-0.798, -3.696, 2.775], [-1.320, -5.757, 4.059], [-1.352, -7.947, 2.903], [-0.867, -8.076, 0.486], [-0.330, -6.012, -0.781], [1.306, 3.419, -3.087], [1.546, 2.158, -0.114], [3.106, 1.740, 0.617], [4.165, 2.644, 0.543], [5.418, 2.282, 1.006], [5.627, 1.004, 1.510], [4.587, 0.092, 1.542], [3.310, 0.445, 1.099], [1.952, -0.787, 1.196], [1.605, -0.774, 2.974], [0.523, -0.002, 3.389], [0.244, 0.150, 4.738], [1.045, -0.480, 5.680], [2.127, -1.251, 5.272], [2.415, -1.396, 3.922], [2.801, -2.319, 0.734], [3.567, -2.299, -0.433], [4.160, -3.463, -0.894], [3.988, -4.654, -0.199], [3.217, -4.680, 0.954], [2.620, -3.517, 1.420], [0.829, 3.476, 0.834], [1.585, 4.256, 1.702], [1.069, 5.447, 2.182], [-0.174, 5.885, 1.756], [-0.950, 5.080, 0.941], [-0.505, 3.825, 0.511], [-1.437, 2.533, -0.416], [-1.784, 3.216, -2.066], [-1.688, 2.335, -3.141], [-1.974, 2.757, -4.431], [-2.354, 4.072, -4.655], [-2.445, 4.961, -3.590], [-2.165, 4.536, -2.299], [-3.181, 2.245, 0.343], [-2.895, 0.999, 2.631], [-4.156, 0.859, 3.029], [-5.890, 1.240, 0.969], [-5.504, 1.772, -0.382], [-4.287, 2.202, -0.689], [3.999, 3.625, 0.113], [6.237, 2.990, 0.956], [6.610, 0.713, 1.862], [4.767, -0.912, 1.907], [-0.093, 0.484, 2.639], [-0.597, 0.753, 5.059], [0.829, -0.368, 6.735], [2.751, -1.741, 6.009], [3.270, -1.984, 3.616], [3.684, -1.374, -0.988], [4.754, -3.443, -1.799], [4.448, -5.564, -0.563], [3.064, -5.610, 1.488], [1.994, -3.554, 2.302], [2.581, 3.945, 1.984], [1.659, 6.051, 2.861], [-0.550, 6.850, 2.071], [-1.925, 5.437, 0.657], [-1.379, 1.307, -2.972], [-1.891, 2.063, -5.259], [-2.585, 4.407, -5.659], [-2.740, 5.989, -3.765], [-2.241, 5.236, -1.477], [-1.972, 1.212, 3.154], [-4.657, 0.885, 3.988], [-6.696, 0.525, 0.851], [-6.291, 1.814, -1.126], [-4.091, 2.606, -1.673], [-2.834, -2.340, -1.326], [-3.261, -1.350, 0.022], [-2.596, -0.243, 0.329], [-3.211, 0.870, 1.149], [-3.591, 3.610, 1.453], [-4.704, 0.526, 1.649], [-6.686, 2.510, 1.980], [-5.034, -0.942, 1.608], [-6.326, -1.409, 2.641], [-4.407, -1.813, 0.829], [-4.787, -3.486, 0.829]],
  "forces_ev_per_a": [[0.160, -0.559, -0.175], [-0.242, -0.006, 0.002], [0.165, -0.022, 0.112], [0.016, 0.082, -0.262], [-0.002, 0.126, 0.128], [-0.043, -0.147, 0.039], [-0.029, 0.000, -0.304], [-0.050, -0.127, 0.329], [0.218, 0.090, -0.480], [-0.158, 0.153, 0.443], [-0.047, -0.297, -0.100], [0.122, 0.272, 0.466], [-0.027, -0.273, -0.469], [-0.102, 0.030, -0.022], [-0.019, 0.024, 0.027], [0.010, 0.046, -0.004], [0.011, -0.030, -0.016], [0.002, 0.008, -0.006], [0.050, 0.002, 0.011], [0.111, -0.115, 0.255], [-0.122, 0.123, -0.279], [0.065, 0.048, -0.084], [-0.011, -0.084, 0.059], [-0.017, 0.025, -0.028], [-0.022, -0.048, 0.009], [-0.001, 0.040, 0.023], [0.043, 0.033, 0.033], [-0.035, 0.023, 0.070], [0.003, -0.050, 0.001], [0.005, -0.012, -0.018], [0.004, 0.040, -0.016], [0.009, 0.021, 0.006], [-0.005, -0.008, 0.001], [0.044, -0.126, 0.130], [-0.011, 0.063, -0.047], [-0.041, -0.010, -0.007], [0.047, -0.022, 0.009], [-0.015, 0.023, -0.018], [0.044, -0.004, 0.012], [-0.014, 0.001, 0.008], [0.046, 0.011, 0.010], [0.577, 0.155, 0.042], [-0.097, -0.072, -0.047], [0.024, -0.064, -0.051], [-0.034, 0.002, 0.031], [0.017, 0.001, -0.008], [0.014, -0.032, -0.017], [-0.034, 0.060, 0.039], [-0.065, -0.043, 0.060], [-0.017, -0.011, -0.039], [-0.002, 0.054, -0.012], [-0.012, -0.015, 0.014], [-0.012, -0.040, -0.002], [-0.038, 0.029, -0.045], [-0.135, 0.137, 0.019], [-0.076, -0.023, -0.045], [0.039, -0.018, 0.019], [-0.026, 0.100, 0.007], [-0.011, -0.120, 0.032], [0.198, -0.149, 0.035], [-0.211, 0.357, -0.045], [-0.095, 0.071, 0.101], [-0.016, -0.035, 0.003], [0.029, -0.011, 0.000], [-0.015, 0.024, -0.012], [0.009, 0.024, 0.034], [0.057, 0.011, -0.067], [0.049, -0.130, 0.095], [0.036, 0.037, -0.083], [0.032, 0.006, -0.010], [0.076, 0.197, -0.010], [-0.035, 0.014, 0.046], [0.080, -0.060, 0.025], [0.006, -0.049, 0.009], [-0.028, -0.029, 0.005], [-0.049, 0.006, -0.010], [0.008, 0.043, -0.019], [-0.003, 0.004, 0.046], [0.041, -0.026, -0.019], [0.000, -0.011, -0.034], [-0.023, 0.031, -0.030], [-0.018, -0.010, 0.004], [0.022, -0.043, 0.007], [-0.025, 0.005, 0.030], [-0.009, 0.021, 0.017], [0.008, 0.039, -0.020], [0.001, 0.002, 0.021], [-0.004, 0.016, 0.001], [-0.014, -0.015, -0.020], [-0.006, -0.047, -0.001], [-0.104, -0.048, 0.001], [-0.012, 0.016, -0.004], [-0.008, 0.011, 0.028], [0.023, -0.009, 0.038], [0.003, -0.037, 0.003], [-0.010, -0.022, -0.051], [-0.112, -0.008, -0.033], [0.043, 0.025, -0.093], [-0.012, -0.074, -0.095], [0.023, 0.046, 0.045], [-0.018, -0.026, 0.010], [0.160, -0.057, -0.045], [0.120, 0.077, 0.014], [-0.888, 0.329, 0.202], [0.184, 0.157, -0.027], [-0.034, -0.065, 0.048], [-0.026, 0.062, 0.105], [0.144, -0.061, -0.045], [-0.010, 0.063, 0.014], [-0.018, 0.011, 0.021], [0.140, -0.125, -0.041], [0.033, -0.002, -0.044]],
  "mulliken_charge": [3.47, 0.14, -0.48, -0.23, -0.40, -0.88, -1.21, 1.21, -0.95, 1.34, -1.03, -0.12, -0.75, 0.49, -0.43, -0.99, -0.51, -0.84, 0.06, 0.36, -0.17, 0.31, -0.18, 0.28, 0.50, 0.42, 0.46, 0.35, 0.41, 0.44, 0.43, 0.45, 0.46, -0.39, 1.48, 0.09, -0.32, -0.98, -0.88, -0.50, -0.93, 1.44, 0.79, 0.53, -0.51, -0.85, -0.82, -0.49, 0.33, -0.47, -0.66, -0.85, -0.63, -0.73, 0.75, -1.09, -0.87, -1.29, -0.66, 0.11, 0.31, 0.97, -0.06, -0.71, -0.78, -0.75, -0.46, 1.79, -1.73, -1.00, -0.16, -1.28, -0.70, 0.64, 0.43, 0.49, 0.37, -0.59, 0.54, 0.42, 0.46, 0.36, 0.27, 0.49, 0.43, 0.47, 0.45, 0.55, 0.45, 0.43, 0.43, 0.23, 0.48, 0.37, 0.44, 0.27, 0.55, 0.56, 0.84, 0.49, 0.44, -0.12, 1.33, -2.17, 1.52, -0.19, 0.62, -0.18, -0.90, -0.12, 0.17, -0.18]
}

=====

[2]
{
  "formula": "C57H42FGeP3RuS5",
  "method": "ωB97M-V with the def2-TZVPD basis set",
  "charge": 2,
  "e_lumo_ev": [-8.0, -8.1],
  "orbital_gap_ha": [0.190, 0.190],
  "elements": ["Ru", "F", "Ge", "C", "C", "C", "C", "C", "C", "P", "C", "C", "C", "C", "C", "C", "C", "C", "C", "C", "C", "C", "C", "C", "C", "C", "C", "C", "P", "C", "C", "C", "C", "C", "C", "C", "C", "C", "C", "C", "C", "C", "C", "C", "C", "C", "C", "P", "C", "C", "C", "C", "C", "C", "C", "C", "C", "C", "C", "C", "H", "H", "H", "H", "H", "H", "H", "H", "H", "H", "H", "H", "H", "H", "H", "H", "H", "H", "H", "H", "H", "H", "H", "H", "H", "H", "H", "H", "H", "H", "H", "H", "H", "H", "H", "H", "H", "H", "H", "H", "H", "H", "S", "C", "S", "C", "C", "S", "S", "S"],
  "positions_angstrom": [[0.008, -0.456, 0.197], [-0.097, -0.156, -3.927], [-0.184, 0.532, -2.209], [-2.264, 0.427, -2.447], [-2.781, 1.010, -3.585], [-4.154, 1.105, -3.745], [-4.992, 0.660, -2.737], [-4.471, 0.066, -1.602], [-3.092, -0.090, -1.466], [-2.294, -1.104, -0.179], [-2.208, -2.681, -1.125], [-1.166, -2.790, -2.051], [-1.028, -3.902, -2.854], [-1.931, -4.947, -2.742], [-2.942, -4.872, -1.798], [-3.083, -3.755, -0.990], [-3.522, -1.267, 1.157], [-3.242, -0.710, 2.404], [-4.179, -0.739, 3.423], [-5.407, -1.342, 3.213], [-5.707, -1.876, 1.970], [-4.783, -1.833, 0.940], [-0.377, 2.573, -2.150], [-0.536, 3.471, -3.190], [-0.643, 4.823, -2.902], [-0.596, 5.272, -1.591], [-0.441, 4.379, -0.551], [-0.320, 3.020, -0.846], [-0.094, 1.884, 0.555], [-1.577, 2.307, 1.531], [-2.770, 2.306, 0.801], [-3.967, 2.611, 1.416], [-3.993, 2.926, 2.765], [-2.813, 2.947, 3.489], [-1.606, 2.634, 2.884], [1.436, 2.521, 1.319], [1.760, 2.385, 2.670], [2.930, 2.932, 3.164], [3.809, 3.592, 2.322], [3.516, 3.690, 0.972], [2.345, 3.156, 0.468], [1.873, 0.851, -2.501], [2.209, 1.501, -3.671], [3.528, 1.512, -4.089], [4.492, 0.856, -3.340], [4.156, 0.226, -2.158], [2.833, 0.257, -1.709], [2.348, -0.674, -0.234], [2.881, -2.332, -0.775], [3.660, -3.181, 0.007], [4.054, -4.411, -0.493], [3.683, -4.798, -1.771], [2.917, -3.949, -2.558], [2.513, -2.722, -2.067], [3.507, -0.226, 1.090], [3.448, -0.950, 2.282], [4.385, -0.732, 3.273], [5.374, 0.223, 3.093], [5.413, 0.969, 1.927], [4.484, 0.750, 0.925], [-2.115, 1.367, -4.355], [-4.562, 1.536, -4.647], [-6.062, 0.758, -2.841], [-5.137, -0.265, -0.822], [-0.416, -2.004, -2.126], [-0.213, -3.955, -3.559], [-1.836, -5.817, -3.375], [-3.631, -5.693, -1.680], [-3.865, -3.758, -0.249], [-2.292, -0.225, 2.585], [-3.957, -0.278, 4.375], [-6.132, -1.388, 4.011], [-6.678, -2.314, 1.796], [-5.062, -2.229, -0.024], [-0.578, 3.130, -4.213], [-0.766, 5.526, -3.709], [-0.676, 6.327, -1.376], [-0.402, 4.714, 0.478], [-2.754, 2.097, -0.261], [-4.878, 2.623, 0.838], [-4.929, 3.172, 3.243], [-2.830, 3.229, 4.530], [-0.701, 2.674, 3.465], [1.117, 1.849, 3.350], [3.152, 2.846, 4.217], [4.718, 4.019, 2.718], [4.202, 4.186, 0.305], [2.137, 3.240, -0.591], [1.438, 1.949, -4.276], [3.785, 1.998, -5.018], [5.510, 0.823, -3.691], [4.899, -0.323, -1.593], [3.985, -2.884, 0.993], [4.671, -5.058, 0.111], [4.002, -5.753, -2.161], [2.656, -4.235, -3.566], [1.940, -2.052, -2.699], [2.663, -1.683, 2.425], [4.355, -1.316, 4.179], [6.113, 0.387, 3.861], [6.179, 1.717, 1.785], [4.522, 1.346, 0.025], [-0.734, -5.027, 5.961], [-0.505, -4.028, 4.681], [-0.381, -4.595, 3.032], [-0.114, -3.026, 2.314], [-0.115, -1.953, 3.174], [0.167, -0.350, 2.671], [-0.362, -2.298, 4.864], [0.162, -2.889, 0.639]],
  "forces_ev_per_a": [[0.518, -1.304, 1.727], [-0.056, 0.346, 0.940], [-0.304, 1.245, -2.120], [0.026, -0.371, 0.971], [0.525, 0.032, -0.324], [0.071, -0.049, 0.074], [-0.152, -0.012, 0.056], [0.083, 0.033, -0.058], [0.179, 0.028, 0.192], [-0.455, 0.407, -0.107], [0.130, -0.059, 0.172], [0.001, 0.187, 0.016], [-0.015, -0.039, -0.057], [-0.024, 0.010, 0.025], [0.002, -0.112, -0.045], [0.091, 0.074, 0.066], [0.216, 0.026, -0.089], [0.113, 0.005, -0.084], [-0.041, -0.018, 0.060], [0.052, 0.015, -0.011], [-0.112, -0.019, -0.046], [0.020, -0.037, 0.150], [0.203, -0.677, 0.133], [-0.028, 0.089, -0.035], [-0.004, -0.213, -0.200], [-0.002, 0.230, 0.285], [-0.035, -0.055, -0.226], [0.063, -0.134, 0.153], [-0.034, -0.207, -0.364], [0.080, 0.002, 0.001], [0.177, 0.048, 0.001], [-0.021, -0.020, -0.013], [0.068, 0.001, 0.013], [-0.169, 0.025, 0.135], [0.131, -0.097, -0.195], [-0.118, 0.021, -0.101], [-0.011, 0.016, -0.121], [0.047, 0.010, 0.062], [-0.180, 0.118, -0.055], [0.040, 0.120, 0.078], [-0.129, 0.027, 0.057], [0.137, -0.520, 0.857], [-0.570, 0.103, -0.259], [-0.154, -0.073, 0.114], [0.246, -0.048, 0.059], [-0.114, 0.134, -0.103], [-0.074, -0.118, 0.310], [0.094, 0.659, 0.079], [-0.097, -0.035, -0.022], [-0.113, 0.118, -0.041], [0.027, -0.124, -0.078], [-0.011, 0.003, 0.009], [0.001, -0.067, -0.032], [-0.031, 0.026, 0.197], [-0.033, 0.005, -0.210], [-0.093, 0.166, -0.053], [-0.036, -0.042, 0.090], [0.057, 0.069, -0.115], [0.143, -0.133, 0.118], [-0.079, -0.263, -0.069], [0.002, 0.068, -0.128], [0.015, 0.060, -0.045], [-0.075, 0.038, -0.005], [-0.039, -0.037, -0.003], [-0.174, -0.189, -0.121], [0.070, 0.006, -0.085], [-0.009, -0.069, -0.013], [-0.081, -0.109, -0.003], [0.002, 0.007, 0.033], [-0.141, 0.036, -0.102], [0.057, -0.013, 0.048], [-0.102, 0.024, 0.066], [-0.068, -0.070, -0.027], [0.003, 0.004, 0.005], [-0.018, 0.014, -0.149], [-0.014, 0.125, -0.096], [-0.027, 0.091, -0.023], [-0.014, 0.091, 0.015], [-0.024, 0.024, 0.017], [-0.120, -0.024, -0.082], [-0.084, 0.047, 0.070], [0.024, -0.003, 0.125], [0.054, 0.065, 0.057], [-0.006, 0.155, 0.067], [0.042, -0.044, 0.119], [0.075, 0.063, 0.024], [0.092, 0.079, -0.099], [-0.009, 0.052, 0.014], [0.032, 0.084, -0.141], [0.037, 0.066, -0.052], [0.159, 0.002, -0.039], [0.062, 0.016, -0.009], [0.027, -0.014, 0.004], [0.040, -0.063, 0.047], [0.028, -0.053, -0.022], [-0.043, -0.038, -0.075], [-0.003, -0.006, -0.052], [0.061, -0.106, 0.021], [-0.017, -0.048, 0.141], [0.091, 0.007, 0.108], [0.049, 0.071, 0.032], [0.037, -0.069, 0.017], [0.159, 0.834, -1.105], [-0.163, -1.072, 1.252], [0.098, 0.409, -0.153], [0.162, -2.047, -2.964], [0.228, 3.302, 1.482], [-0.536, -1.858, -1.177], [0.095, 0.156, -0.546], [-0.280, 0.383, 1.590]],
  "mulliken_charge": [-0.22, -0.51, 2.11, -0.29, -0.38, -0.95, -1.16, -0.22, 0.32, 1.86, 1.15, 0.62, -0.88, -0.93, -0.88, -1.15, 1.34, -0.45, -1.46, -0.78, -1.36, -0.87, 0.15, -0.47, -0.84, -0.91, -0.29, -1.15, 3.35, 0.46, -0.66, -0.71, -0.98, -0.74, -0.34, 1.09, -0.58, -1.31, -0.78, -1.05, -0.36, -0.38, -0.13, -0.93, -1.10, -0.22, -0.29, 3.23, 0.55, -0.69, -0.75, -0.84, -0.91, -0.43, 0.92, -1.15, -1.25, -1.04, -0.98, -0.78, 0.65, 0.49, 0.47, 0.76, -0.35, 0.58, 0.42, 0.49, 0.59, 0.27, 0.57, 0.46, 0.46, 0.69, 0.46, 0.46, 0.50, 0.56, 0.42, 0.55, 0.44, 0.53, 0.28, 0.44, 0.51, 0.45, 0.44, 0.37, 0.46, 0.49, 0.48, 0.62, 0.51, 0.50, 0.44, 0.51, 0.64, 0.82, 0.51, 0.45, 0.57, 0.54, -0.03, 0.11, 0.05, 0.33, -0.30, -0.18, 0.06, -0.16]
}